This record from the Open Molecules 2025 dataset describes C27H14BrClF6IN4O6S2Y as an isolated structure. The level of theory is ωB97M-V/def2-TZVPD.

Calculated total energy = -6473.742052 Eh
LUMO energy = -1.39 eV
Highest occupied orbital energy = -7.7 eV
ΔE to the lowest compared entry with this formula, charge and spin = 0.000 eV

XYZ file:
```
63
C27H14BrClF6IN4O6S2Y | the Open Molecules 2025 dataset | ωB97M-V/def2-TZVPD
Y -0.5465 0.4718 0.0192
Br 1.8598 -6.9277 0.4608
C 0.8496 -5.3170 0.4916
C 0.2765 -4.9408 1.6993
C -0.2244 -3.6355 1.7942
C -0.2430 -2.7811 0.6346
O -0.6667 -1.5814 0.7527
C 0.3383 -3.2555 -0.6161
C 0.4552 -2.4230 -1.7600
N 0.1706 -1.1068 -1.8304
C 0.7804 -0.3266 -2.7856
C 2.0829 -0.6880 -3.3318
C 2.7937 0.1914 -4.1189
C 2.2636 1.4275 -4.4249
C 0.9947 1.8387 -3.9583
C 0.4297 3.0714 -4.2136
C -0.6442 3.5838 -3.4647
C -1.1999 2.7236 -2.4954
N -0.7226 1.5301 -2.2601
C 0.2866 0.9896 -3.0195
C 0.9191 -4.4967 -0.6095
H 0.2109 -5.6704 2.5283
H -0.4807 -3.1878 2.7863
H 0.8189 -2.9901 -2.6050
H 2.3951 -1.6730 -3.0253
H 3.7892 -0.0140 -4.4670
H 2.7893 2.1896 -5.0103
H 0.6307 3.6096 -5.1105
H -1.1278 4.5239 -3.7443
H -2.1634 2.9138 -1.9842
H 1.4742 -4.9091 -1.4589
Cl -5.9995 -1.6247 4.1106
C -5.0933 -0.9322 2.8157
C -5.5713 -0.9186 1.5310
C -4.8666 -0.4324 0.4730
I -5.6414 -0.2309 -1.5115
C -3.4811 -0.0006 0.6453
O -2.7269 0.5449 -0.2852
C -2.9663 -0.0632 1.9514
N -1.7606 0.5066 2.2086
C -1.2704 0.6085 3.4185
C -1.9315 0.0968 4.5328
C -3.1958 -0.4318 4.3842
C -3.7591 -0.4793 3.0924
H -6.6263 -1.2824 1.3166
H -0.3470 1.2013 3.5820
H -1.4785 0.0938 5.5524
H -3.8073 -0.7395 5.2363
F 2.9077 2.9541 -1.1504
C 2.5349 3.8380 -0.2232
F 3.7009 4.2949 0.3217
F 1.8676 4.8905 -0.7880
S 1.5019 3.1556 1.2447
O 0.3039 2.5637 0.5565
O 1.2529 4.4182 1.9416
N 2.4105 2.1348 1.9645
S 2.5715 0.5573 1.6254
O 1.7360 0.0306 0.5421
O 2.5359 -0.1305 2.8502
C 4.3362 0.6177 0.9117
F 4.5503 1.5299 -0.0257
F 4.5639 -0.5939 0.3215
F 5.1592 0.6829 1.9804
```

Löwdin atomic charge list, values in e, 5 entries:
1 Y 1.56
2 Br 0.72
3 C -0.70
4 C -0.11
5 C 0.02